One molecule with the formula C19H31N3O4, computed with wB97M-V/def2-TZVPD.

Its net charge is 0. As for the structure (SMILES): C=C(C)CC(=O)N[C@H]1C[C@H]2CC[C@@H]([C@H]1C)N2C(=O)C(C)(C)NC(=O)OC. The energy above the lowest of the compared OMol25 structures with the same formula, charge and spin comes out at 4.4 kcal/mol. Its HOMO-LUMO gap is 0.366 Eh. The HOMO energy comes out at -0.3445 Eh.

Each line ends with the natural charge from an NBO analysis.
Cartesian coordinates (Å):
C -3.68 -8.24 0.83  -0.43
C -2.43 -8.21 0.39  0.04
C -2.08 -8.08 -1.06  -0.65
C -1.26 -8.26 1.33  -0.54
C -0.56 -6.91 1.51  0.69
O 0.65 -6.81 1.59  -0.63
N -1.40 -5.85 1.58  -0.65
C -0.91 -4.51 1.85  -0.04
C -0.36 -3.84 0.58  -0.42
C -1.43 -3.19 -0.28  -0.03
C -2.61 -4.11 -0.63  -0.42
C -3.62 -3.90 0.52  -0.41
C -2.90 -2.93 1.47  -0.03
C -1.98 -3.61 2.50  -0.25
C -2.77 -4.32 3.60  -0.61
N -2.13 -2.14 0.49  -0.49
C -1.55 -0.97 0.95  0.73
O -1.49 -0.69 2.13  -0.62
C -0.94 -0.02 -0.10  0.03
C 0.50 -0.45 -0.41  -0.62
C -1.80 0.03 -1.37  -0.61
N -0.94 1.28 0.56  -0.64
C -0.42 2.40 0.01  0.89
O -0.03 2.53 -1.13  -0.67
O -0.40 3.40 0.92  -0.52
C 0.10 4.64 0.43  -0.25
H -3.91 -8.35 1.89  0.20
H -4.52 -8.17 0.15  0.20
H -1.59 -9.00 -1.41  0.23
H -2.96 -7.91 -1.68  0.22
H -1.37 -7.27 -1.22  0.22
H -1.57 -8.60 2.33  0.24
H -0.49 -8.95 0.97  0.24
H -2.39 -6.04 1.51  0.42
H -0.09 -4.63 2.55  0.23
H 0.36 -3.07 0.88  0.22
H 0.20 -4.59 0.00  0.23
H -0.99 -2.77 -1.18  0.22
H -3.05 -3.79 -1.58  0.22
H -2.30 -5.14 -0.75  0.22
H -4.53 -3.43 0.15  0.22
H -3.92 -4.83 1.01  0.20
H -3.59 -2.27 2.00  0.22
H -1.43 -2.80 2.98  0.25
H -3.46 -5.07 3.20  0.19
H -2.11 -4.82 4.30  0.22
H -3.37 -3.60 4.16  0.22
H 0.54 -1.40 -0.95  0.21
H 0.97 0.31 -1.03  0.25
H 1.07 -0.55 0.52  0.22
H -1.82 -0.94 -1.87  0.20
H -2.82 0.31 -1.12  0.22
H -1.38 0.77 -2.05  0.25
H -1.08 1.26 1.56  0.44
H 0.06 5.33 1.27  0.19
H 1.13 4.53 0.09  0.19
H -0.51 5.01 -0.39  0.19

---

C19H31OSi as an isolated structure, computed with wB97M-V/def2-TZVPD.

Its net charge is +1. The energy above the lowest of the compared OMol25 structures with the same formula, charge and spin comes out at 12.7 kcal/mol. Its HOMO-LUMO gap is 0.251 Eh. The HOMO energy comes out at -0.4227 Eh.

Each line ends with the natural charge from an NBO analysis.
Cartesian coordinates (Å):
C -0.95 -0.13 3.21  -0.67
C -0.34 0.14 1.81  0.02
C 1.17 -0.02 1.89  -0.16
C 2.07 1.08 1.75  0.04
C 1.58 2.41 1.22  -0.64
C 3.42 0.93 2.05  -0.22
C 3.94 -0.30 2.45  0.04
C 5.39 -0.49 2.81  -0.64
C 3.08 -1.40 2.49  -0.21
C 1.72 -1.27 2.17  0.03
C 0.95 -2.55 2.07  -0.64
H -2.03 0.14 3.24  0.23
H -0.88 -1.19 3.54  0.23
H -0.46 0.47 4.02  0.28
H -0.60 1.16 1.47  0.23
H 2.43 3.09 1.12  0.23
H 1.12 2.31 0.22  0.21
H 0.83 2.87 1.88  0.22
H 4.08 1.80 1.95  0.22
H 5.62 -1.56 2.86  0.22
H 6.07 -0.02 2.08  0.23
H 5.62 -0.06 3.80  0.24
H 3.45 -2.40 2.73  0.22
H 1.66 -3.39 2.00  0.24
H 0.25 -2.73 2.91  0.22
H 0.37 -2.59 1.14  0.20
C -0.11 2.20 -4.27  -1.15
Si -1.49 1.17 -3.61  1.86
C -2.96 2.18 -3.04  -1.15
C -1.92 -0.14 -4.86  -1.15
O -0.95 0.43 -2.17  -0.74
C -1.55 -0.20 -1.19  0.67
C -0.89 -0.49 0.07  -0.41
C -1.81 -1.50 0.71  -0.40
C -2.96 -1.88 -0.21  -0.40
C -2.89 -0.90 -1.40  -0.54
H -0.49 2.93 -5.00  0.26
H 0.42 2.76 -3.49  0.26
H 0.62 1.58 -4.81  0.26
H -3.27 2.86 -3.85  0.27
H -3.82 1.54 -2.79  0.24
H -2.71 2.77 -2.15  0.25
H -2.30 0.32 -5.78  0.27
H -1.02 -0.73 -5.10  0.26
H -2.68 -0.83 -4.49  0.24
H 0.22 -0.60 -0.09  0.32
H -1.31 -2.39 1.05  0.24
H -2.24 -1.05 1.59  0.21
H -2.81 -2.93 -0.50  0.23
H -3.93 -1.85 0.32  0.23
H -3.72 -0.13 -1.38  0.27
H -3.00 -1.39 -2.42  0.27

---

C19H32AlF6GeN2O7S3 as an isolated structure, computed with wB97M-V/def2-TZVPD.

Its net charge is +2. The multiplicity is 2. The energy above the lowest of the compared OMol25 structures with the same formula, charge and spin comes out at 0.0 kcal/mol. Its HOMO-LUMO gap (spin up / spin down) is 0.312 / 0.220 Eh. The HOMO energy (spin up / spin down) comes out at -0.5698 / -0.5701 Eh.

Each line ends with the Mulliken spin population.
Cartesian coordinates (Å):
Al -0.09 0.84 -0.24  -0.02
C 1.68 -1.29 1.87  -0.03
C 0.38 -0.65 2.36  0.02
C 0.54 -0.01 3.76  0.01
C -0.83 -1.55 2.30  0.01
O 0.09 0.53 1.54  0.00
Ge 1.59 1.98 1.46  0.00
O 1.80 0.78 -0.22  0.02
C 2.94 1.24 -1.07  0.00
C 4.11 1.41 -0.10  0.00
C 2.51 2.53 -1.75  0.00
C 3.18 0.14 -2.08  0.00
O 0.06 2.67 0.18  0.00
C -0.97 3.53 0.79  0.00
C -0.17 4.67 1.36  0.00
C -1.81 3.91 -0.43  0.00
C -1.77 2.81 1.94  0.00
H 1.87 -2.20 2.42  0.00
H 2.54 -0.64 2.02  0.00
H 1.61 -1.57 0.83  0.04
H 0.65 -0.78 4.52  0.00
H -0.33 0.60 4.01  0.00
H 1.45 0.63 3.82  0.00
H -0.84 -2.34 3.05  0.00
H -0.87 -2.00 1.27  -0.01
H -1.75 -0.94 2.42  0.00
H 3.96 2.23 0.61  0.00
H 5.02 1.62 -0.70  0.00
H 4.27 0.48 0.47  0.00
H 2.16 3.28 -1.02  0.00
H 1.73 2.36 -2.48  0.00
H 3.40 2.95 -2.27  0.00
H 3.56 -0.72 -1.49  0.00
H 3.95 0.42 -2.87  0.00
H 2.24 -0.14 -2.54  0.01
H 0.54 5.13 0.65  0.00
H 0.39 4.37 2.25  0.00
H -0.84 5.47 1.65  0.00
H -1.19 4.61 -1.05  0.00
H -2.70 4.44 -0.08  0.00
H -2.14 3.05 -1.02  0.00
H -1.05 2.62 2.77  0.00
H -2.25 1.88 1.60  0.00
H -2.48 3.61 2.20  0.00
F -3.26 1.82 -4.62  0.00
C -2.05 1.96 -4.02  0.00
F -1.08 2.20 -4.91  0.00
F -2.11 3.03 -3.19  0.00
S -1.37 0.34 -3.13  0.00
O -0.29 0.70 -2.12  0.00
O -0.91 -0.55 -4.17  0.00
N -2.69 -0.31 -2.43  0.00
S -3.15 0.09 -0.94  0.00
O -4.21 1.12 -0.88  0.00
O -1.92 0.36 -0.05  0.00
C -3.89 -1.60 -0.30  0.00
F -5.00 -1.96 -0.92  0.00
F -2.98 -2.61 -0.36  0.00
F -4.18 -1.35 1.00  0.00
S 0.63 -2.65 -1.23  0.74
C 0.40 -4.18 -0.62  -0.07
N -0.81 -4.62 -0.16  0.05
C -0.99 -5.89 0.33  0.06
C 0.05 -6.77 0.42  0.08
C 1.33 -6.38 -0.03  -0.03
C 1.47 -5.07 -0.58  0.13
H -1.63 -4.00 -0.24  -0.01
H -1.99 -6.18 0.61  0.01
H -0.10 -7.76 0.90  0.00
H 2.22 -7.02 -0.09  0.00
H 2.38 -4.67 -0.97  0.00

---

C19H32BrCoGeO5 as an isolated structure, computed with wB97M-V/def2-TZVPD.

Its net charge is 0. Its HOMO-LUMO gap (spin up / spin down) is 0.328 / 0.328 Eh. The HOMO energy (spin up / spin down) comes out at -0.3156 / -0.3157 Eh.

Each line ends with the natural charge from an NBO analysis.
Cartesian coordinates (Å):
Co 0.57 0.32 -0.10  1.21
C -3.27 -0.46 1.70  -0.64
C -2.26 0.67 1.52  0.28
C -2.16 1.45 2.83  -0.63
C -2.69 1.58 0.38  -0.63
O -0.97 0.09 1.20  -0.93
Ge -0.52 -1.74 1.27  1.33
O -0.29 -1.53 -0.57  -0.98
C -0.78 -2.34 -1.65  0.28
C 0.30 -2.41 -2.72  -0.62
C -2.05 -1.69 -2.20  -0.62
C -1.08 -3.74 -1.14  -0.63
O 1.19 -0.90 1.26  -0.90
C 2.48 -1.34 1.75  0.28
C 2.26 -2.60 2.58  -0.63
C 3.08 -0.26 2.63  -0.63
C 3.35 -1.64 0.55  -0.63
H -4.26 -0.05 1.89  0.22
H -3.33 -1.07 0.80  0.21
H -3.01 -1.10 2.55  0.22
H -3.16 1.74 3.16  0.21
H -1.70 0.84 3.60  0.22
H -1.58 2.36 2.71  0.21
H -3.65 2.05 0.64  0.21
H -1.96 2.36 0.20  0.23
H -2.81 1.01 -0.54  0.22
H 0.57 -1.41 -3.08  0.22
H 1.20 -2.88 -2.32  0.21
H -0.06 -3.00 -3.57  0.21
H -1.85 -0.66 -2.50  0.22
H -2.43 -2.24 -3.06  0.21
H -2.82 -1.67 -1.43  0.20
H -0.19 -4.19 -0.70  0.21
H -1.87 -3.74 -0.39  0.21
H -1.40 -4.38 -1.97  0.22
H 1.57 -2.42 3.40  0.22
H 1.86 -3.42 1.97  0.21
H 3.22 -2.93 2.99  0.22
H 2.37 0.04 3.40  0.22
H 3.98 -0.65 3.13  0.21
H 3.37 0.62 2.07  0.23
H 2.92 -2.45 -0.05  0.21
H 3.44 -0.76 -0.09  0.22
H 4.36 -1.93 0.85  0.21
O 1.53 0.44 -1.79  -0.63
C 0.62 1.21 -2.17  0.64
O -0.30 1.45 -1.33  -0.62
H 0.60 1.67 -3.16  0.14
Br 4.04 5.26 2.43  0.04
C 3.03 3.85 1.67  -0.10
C 3.57 3.12 0.62  -0.23
C 2.83 2.08 0.06  -0.28
C 1.57 1.77 0.56  -0.10
C 1.05 2.51 1.61  -0.20
C 1.78 3.56 2.17  -0.25
H 4.55 3.36 0.24  0.22
H 3.25 1.52 -0.76  0.23
H 0.09 2.26 2.01  0.21
H 1.37 4.13 2.99  0.22

---

An isolated ion of composition C19H32BrFN2O7PS and charge +1, computed with wB97M-V/def2-TZVPD.

Its net charge is +1. As for the structure (SMILES): CNCc1c(C(=O)OBr)c([PH2]=O)c(S(=O)(=O)F)[n+](CCCCCCCCOC)c1CCO. Its HOMO-LUMO gap is 0.241 Eh. The HOMO energy comes out at -0.4272 Eh.

Each line ends with the natural charge from an NBO analysis.
Cartesian coordinates (Å):
C 5.41 -3.29 -1.05  -0.41
N 4.96 -2.65 0.20  -0.61
C 4.44 -1.29 0.08  -0.28
C 2.98 -1.19 0.46  0.10
C 2.61 -1.51 1.76  -0.03
C 3.69 -1.88 2.76  0.76
O 4.51 -1.09 3.14  -0.50
O 3.57 -3.17 3.09  -0.59
Br 4.42 -3.68 4.63  0.42
C 1.27 -1.49 2.17  -0.33
P 0.91 -1.98 3.93  1.53
O 0.53 -3.40 4.05  -1.03
C 0.34 -1.10 1.25  -0.07
S -1.39 -1.14 1.71  2.43
O -1.51 -1.79 2.95  -0.85
O -1.98 0.12 1.45  -0.86
F -1.86 -2.14 0.61  -0.46
N 0.69 -0.72 -0.02  -0.26
C -0.29 -0.21 -1.01  -0.23
C -0.15 1.30 -1.30  -0.40
C -1.09 2.23 -0.54  -0.39
C -1.32 3.56 -1.25  -0.39
C -2.41 4.38 -0.52  -0.40
C -3.84 4.16 -1.07  -0.41
C -4.80 3.43 -0.11  -0.42
C -5.01 1.98 -0.47  -0.04
O -6.07 1.46 0.32  -0.54
C -6.18 0.06 0.26  -0.25
C 1.98 -0.79 -0.42  0.33
C 2.36 -0.48 -1.84  -0.50
C 2.72 -1.80 -2.59  -0.06
O 2.22 -2.95 -1.93  -0.72
H 5.61 -2.55 -1.82  0.18
H 6.36 -3.80 -0.87  0.21
H 4.71 -4.04 -1.40  0.20
H 4.27 -3.25 0.62  0.36
H 4.96 -0.65 0.80  0.24
H 4.66 -0.88 -0.90  0.21
H 0.01 -1.02 4.38  -0.05
H 2.11 -1.67 4.58  -0.07
H -1.30 -0.42 -0.72  0.25
H -0.13 -0.75 -1.94  0.22
H -0.33 1.43 -2.37  0.23
H 0.89 1.59 -1.13  0.21
H -0.69 2.42 0.46  0.20
H -2.04 1.73 -0.40  0.21
H -0.40 4.13 -1.33  0.21
H -1.67 3.34 -2.26  0.19
H -2.41 4.04 0.52  0.20
H -2.14 5.43 -0.51  0.22
H -4.27 5.14 -1.27  0.22
H -3.79 3.65 -2.03  0.19
H -5.78 3.90 -0.18  0.22
H -4.48 3.54 0.92  0.21
H -5.28 1.89 -1.53  0.16
H -4.12 1.37 -0.31  0.14
H -7.24 -0.21 0.24  0.20
H -5.73 -0.35 -0.64  0.16
H -5.72 -0.41 1.13  0.17
H 3.22 0.19 -1.81  0.26
H 1.59 0.04 -2.40  0.24
H 2.29 -1.75 -3.59  0.20
H 3.79 -1.90 -2.69  0.20
H 1.33 -3.13 -2.25  0.48

---

A 13-piece molecular cluster, C19H32Cl22F6O4 overall, computed with wB97M-V/def2-TZVPD.

Its net charge is 0. The energy above the lowest of the compared OMol25 structures with the same formula, charge and spin comes out at 11.4 kcal/mol. Its HOMO-LUMO gap is 0.401 Eh. The HOMO energy comes out at -0.3946 Eh.

Each line ends with the Mulliken charge.
Cartesian coordinates (Å):
C 2.37 5.45 -3.35  -1.00
C 2.86 4.19 -4.11  0.18
O 3.71 3.39 -3.21  -0.35
C 3.02 2.67 -2.35  0.31
O 1.84 2.65 -2.19  -0.34
C 3.93 1.96 -1.30  0.81
F 5.16 1.71 -1.74  -0.25
F 3.94 2.72 -0.20  -0.23
F 3.31 0.76 -0.98  -0.19
H 1.32 5.22 -3.06  0.19
H 2.40 6.24 -4.05  0.39
H 3.13 5.63 -2.55  0.29
H 3.52 4.39 -5.00  0.32
H 1.99 3.63 -4.53  -0.10
C 0.56 -4.73 2.05  -0.98
C 0.28 -4.54 3.49  -0.29
O 0.61 -3.03 3.73  -0.33
C 0.66 -2.77 5.02  0.23
O 0.36 -3.54 5.95  -0.57
C 1.22 -1.32 5.29  0.89
F 1.88 -1.31 6.43  -0.26
F 2.03 -0.90 4.27  -0.12
F 0.25 -0.44 5.47  -0.25
H 1.67 -4.63 1.94  0.24
H 0.15 -4.03 1.31  0.03
H 0.32 -5.69 1.84  0.55
H 0.97 -5.10 4.10  0.41
H -0.75 -4.66 3.89  0.31
C 4.49 1.49 3.31  -0.39
Cl 6.28 1.68 3.29  -0.17
Cl 4.03 -0.05 2.47  -0.08
H 4.30 1.29 4.36  0.34
H 4.00 2.32 2.78  0.29
C -3.62 -4.39 -0.72  0.09
Cl -2.94 -5.11 0.76  -0.16
Cl -4.07 -5.52 -1.92  -0.16
H -4.51 -3.88 -0.42  0.25
H -2.88 -3.66 -1.17  -0.04
C 4.78 -2.84 -1.45  0.08
Cl 5.07 -4.28 -2.28  -0.15
Cl 4.05 -3.05 0.18  -0.12
H 5.76 -2.26 -1.31  0.32
H 3.98 -2.35 -2.01  -0.15
C -2.82 -1.55 2.52  0.66
Cl -2.90 -1.73 4.32  -0.18
Cl -4.40 -1.58 1.70  -0.18
H -2.36 -0.51 2.40  -0.12
H -2.26 -2.33 2.04  -0.17
C -1.83 4.22 2.64  -0.10
Cl -0.59 5.38 2.04  -0.17
Cl -1.15 3.18 3.91  -0.13
H -2.69 4.66 3.11  0.32
H -2.15 3.54 1.89  0.05
C -1.10 -3.50 -4.21  -0.31
Cl -0.22 -4.01 -2.81  -0.08
Cl -2.57 -2.54 -3.95  -0.08
H -0.45 -2.84 -4.77  0.10
H -1.29 -4.28 -4.89  0.38
C 0.71 -0.98 1.16  1.21
Cl 0.14 -1.81 -0.35  0.10
Cl -0.14 0.51 1.52  0.02
H 0.58 -1.69 1.95  -0.95
H 1.79 -0.82 1.02  -0.13
C -1.33 2.91 -3.18  -0.02
Cl -2.17 2.86 -4.75  -0.16
Cl -1.11 1.34 -2.46  0.06
H -0.34 3.28 -3.46  -0.31
H -1.81 3.49 -2.45  0.49
C -5.03 1.24 -1.88  0.35
Cl -5.39 -0.31 -2.69  -0.15
Cl -5.88 2.44 -2.87  -0.17
H -5.40 1.33 -0.83  0.17
H -3.93 1.45 -1.96  -0.23
C 1.00 0.62 -5.18  0.33
Cl 1.98 1.45 -6.48  -0.19
Cl 1.96 -0.46 -4.20  -0.06
H 0.42 1.32 -4.60  -0.53
H 0.42 -0.08 -5.74  0.38
C -5.94 2.47 3.86  -0.36
Cl -5.22 3.02 5.36  -0.15
Cl -4.85 2.48 2.52  -0.06
H -6.24 1.46 4.05  0.26
H -6.86 3.07 3.61  0.32

---

C19H32CrN4S as an isolated structure, computed with wB97M-V/def2-TZVPD.

Its net charge is +2. The multiplicity is 5. The energy above the lowest of the compared OMol25 structures with the same formula, charge and spin comes out at 0.0 kcal/mol. Its HOMO-LUMO gap (spin up / spin down) is 0.321 / 0.353 Eh. The HOMO energy (spin up / spin down) comes out at -0.5327 / -0.5610 Eh.

Each line ends with the natural charge from an NBO analysis.
Cartesian coordinates (Å):
Cr -0.38 0.01 0.29  1.20
C 2.64 -3.33 -0.72  -0.60
C 1.22 -2.98 -1.14  -0.26
C 0.26 -3.20 0.03  -0.58
C 1.10 -1.58 -1.73  0.02
C -0.16 -1.02 -1.98  -0.34
C -0.29 0.26 -2.53  -0.18
C 0.82 1.01 -2.91  -0.02
C 0.68 2.34 -3.58  -0.64
C 2.07 0.43 -2.70  -0.18
C 2.21 -0.83 -2.12  -0.22
H 2.66 -4.32 -0.27  0.24
H 3.03 -2.63 0.01  0.19
H 3.33 -3.36 -1.57  0.23
H 0.93 -3.67 -1.94  0.25
H 0.51 -2.53 0.87  0.18
H 0.37 -4.22 0.41  0.25
H -0.78 -3.07 -0.23  0.21
H -1.06 -1.61 -1.80  0.23
H -1.28 0.64 -2.77  0.21
H 0.74 2.22 -4.66  0.26
H 1.49 3.02 -3.29  0.23
H -0.27 2.81 -3.36  0.22
H 2.96 0.96 -3.02  0.24
H 3.20 -1.24 -2.00  0.25
C 0.18 2.91 1.11  -0.24
C 1.40 2.35 0.39  -0.23
N 1.53 0.88 0.53  -0.74
C 2.21 0.38 1.74  -0.23
C 1.39 0.50 3.02  -0.52
S -0.32 -0.17 2.82  0.23
C -1.37 1.29 3.17  -0.53
C -1.96 2.02 1.96  -0.23
N -1.03 2.10 0.82  -0.70
H 0.35 2.91 2.19  0.21
H 0.03 3.95 0.83  0.24
H 1.32 2.55 -0.68  0.23
H 2.30 2.86 0.75  0.23
H 2.08 0.56 -0.27  0.43
H 2.44 -0.67 1.56  0.23
H 3.16 0.90 1.89  0.23
H 1.87 -0.08 3.81  0.27
H 1.31 1.52 3.37  0.24
H -2.19 0.93 3.79  0.27
H -0.78 1.95 3.80  0.25
H -2.85 1.50 1.62  0.22
H -2.26 3.02 2.29  0.23
H -1.52 2.54 0.05  0.39
N -3.33 -0.42 -0.60  -0.33
C -4.49 -1.04 -0.33  0.03
C -4.28 -1.83 0.78  -0.30
C -2.95 -1.61 1.13  0.00
N -2.37 -0.75 0.29  -0.45
H -3.14 0.21 -1.36  0.42
H -5.36 -0.89 -0.95  0.26
H -5.00 -2.47 1.26  0.27
H -2.38 -2.04 1.94  0.24

---

Number 1: maximum force 0.84 eV Å⁻¹. Number 2: maximum force 3.83 eV Å⁻¹. Number 3: maximum force 4.02 eV Å⁻¹. Number 4: maximum force 0.94 eV Å⁻¹. Number 5: maximum force 0.95 eV Å⁻¹. Number 6: maximum force 3.84 eV Å⁻¹. Number 7: maximum force 0.48 eV Å⁻¹.